This record from the OMol25 dataset describes an isolated ion of composition C5H8N3O5S and charge -1. The level of theory is the ωB97M-V functional and the def2-TZVPD basis.

CARTESIAN COORDINATES (ANGSTROEM)
N -0.7864 0.5397 -2.8605
S -0.1297 1.0396 -1.2219
N -0.4592 -0.4276 -0.3585
C 0.6645 -1.3624 -0.2968
C 1.5405 -1.0629 0.8965
N 2.4871 0.1326 0.8266
C 1.9905 1.4879 0.8024
O 2.8130 2.4339 0.7511
O 0.7672 1.5108 0.8879
C -1.4969 -0.4935 0.4691
O -1.7455 -1.3921 1.2901
C -2.6301 0.5131 0.3126
O -2.9938 0.9679 -0.7097
O -3.2953 0.6867 1.4938
H -1.8126 0.9341 -2.8343
H -0.2503 1.0436 -3.5945
H 0.2751 -2.3930 -0.2408
H 1.2415 -1.4925 -1.1593
H 1.0706 -0.8416 1.8029
H 2.3472 -1.9108 1.0765
H 3.4261 -0.0282 0.4347
H -3.0237 0.1148 2.2320

Total charge ... -1



This record from the OMol25 dataset describes a 11-piece molecular cluster, C21H33F5N6O27 overall. The level of theory is the ωB97M-V functional and the def2-TZVPD basis.

CARTESIAN COORDINATES (ANGSTROEM)
O -26.4680 -35.2108 -7.4410
C -25.5032 -35.6226 -8.0622
O -24.2091 -35.5486 -7.6878
C -23.2958 -35.7667 -8.7827
C -24.2593 -36.7380 -9.6266
F -24.1103 -38.0292 -9.2425
O -25.5234 -36.2470 -9.2616
H -23.0701 -34.9000 -9.4039
H -22.3575 -36.1873 -8.4211
H -24.1462 -36.7691 -10.7103
O -22.6256 -31.0642 -7.4676
C -23.5578 -31.6283 -6.9345
O -24.7540 -31.4143 -7.2559
C -25.5325 -32.1668 -6.4727
C -24.6809 -32.6179 -5.3224
F -24.9481 -33.8772 -5.0194
O -23.4312 -32.4816 -5.9766
H -26.3411 -31.5414 -6.0944
H -26.1350 -32.9324 -6.9616
H -24.8462 -31.9966 -4.4422
O -19.2273 -36.6331 -3.2269
C -20.0217 -35.9016 -3.7765
O -20.9540 -36.2976 -4.7431
C -21.8893 -35.2843 -5.0049
C -21.5663 -34.2746 -3.9359
F -22.5294 -34.3596 -3.0020
O -20.2204 -34.6885 -3.3939
H -21.6530 -34.8564 -5.9792
H -22.9685 -35.4348 -5.0303
H -21.6871 -33.2668 -4.3332
O -26.2335 -34.3526 -17.2009
C -25.6227 -34.6981 -16.2209
O -24.3232 -35.0160 -16.1988
C -23.9368 -35.3560 -14.8803
C -25.2349 -35.8578 -14.3457
F -25.1550 -35.7292 -12.9786
O -26.1665 -35.0117 -15.0160
H -23.1314 -36.0880 -14.8206
H -23.6320 -34.4894 -14.2936
H -25.2911 -36.9176 -14.5940
O -22.4042 -35.6489 -12.0282
C -21.3083 -35.6715 -12.5535
O -20.9990 -34.8960 -13.6068
C -19.5870 -34.9598 -13.8022
C -19.1028 -36.0921 -12.9296
F -18.0076 -35.6991 -12.3054
O -20.1201 -36.2059 -12.0079
H -19.3895 -35.1369 -14.8594
H -19.0565 -34.0344 -13.5774
H -18.9666 -36.9766 -13.5519
C -19.4464 -37.7942 -9.2478
N -19.6502 -38.3034 -7.8704
O -20.7239 -38.0110 -7.3489
O -18.7493 -38.9095 -7.3580
H -19.2482 -38.6937 -9.8308
H -18.6515 -37.0521 -9.3227
H -20.3764 -37.3007 -9.5299
C -26.4141 -33.3872 -11.4375
N -26.2919 -32.4221 -10.2849
O -25.1748 -32.2407 -9.8416
O -27.3249 -31.9485 -9.8866
H -26.0319 -34.3517 -11.1030
H -25.8987 -33.1453 -12.3670
H -27.4958 -33.3709 -11.5709
C -28.1345 -38.0380 -9.8227
N -28.8613 -36.8051 -10.2184
O -29.9888 -36.6959 -9.8466
O -28.2159 -35.9652 -10.8932
H -27.4959 -38.3631 -10.6440
H -28.9165 -38.7972 -9.8100
H -27.5692 -38.0054 -8.8913
C -23.8956 -40.9864 -13.4225
N -24.2290 -39.6427 -12.8332
O -24.4927 -39.3938 -11.6460
O -24.2082 -38.7356 -13.6739
H -22.9933 -40.7959 -14.0035
H -24.7340 -41.2458 -14.0690
H -23.5941 -41.7854 -12.7452
C -26.2781 -37.6936 -5.0742
N -25.0221 -38.0872 -4.3932
O -24.6241 -39.2454 -4.6596
O -24.4903 -37.3039 -3.5782
H -26.1364 -36.8722 -5.7765
H -26.8836 -37.3207 -4.2482
H -26.6867 -38.5541 -5.6041
C -21.9354 -32.1593 -10.6431
N -22.5235 -31.9603 -12.0048
O -22.0413 -31.1303 -12.8480
O -23.3239 -32.7878 -12.3319
H -22.5222 -32.8729 -10.0646
H -21.9267 -31.2444 -10.0506
H -20.9443 -32.5978 -10.7595

Energy relative to the best compared isomer or geometry (same formula, charge and spin) ... 90.8 kcal/mol



Number 1: maximum force 4.9 eV/Å, HOMO level -4.8 eV, lowest unoccupied orbital energy 3.2 eV. Number 2: maximum force 6.2 eV/Å, HOMO level -10.7 eV, lowest unoccupied orbital energy -1.1 eV.